C40H41FeN4OSi as an isolated structure, computed with ωB97M-V with the def2-TZVPD basis set.

Properties
Strongest force on any atom (eV/A): 0.306
Multiplicity: 5
HOMO-LUMO gap (alpha / beta) (eV): 6.75 / 6.75
Net charge: -1

Geometry (Å):
Fe: -0.05192 0.22660 -0.06218
C: 1.40650 3.84240 -1.25620
C: 1.86828 2.49900 -1.81649
C: 2.73115 1.69746 -0.84954
N: 1.96422 1.06117 0.20923
C: 2.56550 0.76466 1.32346
C: 3.97726 0.92365 1.53620
C: 4.71630 0.96474 2.69292
C: 4.32829 0.83136 4.02686
C: 3.06408 0.46032 4.44748
C: 1.94073 0.09635 3.72530
C: 1.69686 0.06655 2.32658
N: 0.65851 -0.51761 1.78742
C: -0.16560 -1.39741 2.59617
C: -0.90304 -2.38708 1.69408
C: -2.22028 -1.82764 1.16682
N: -2.01573 -0.53035 0.55211
C: -3.01690 0.27562 0.35417
C: -4.35340 0.01961 0.80250
C: -5.56358 0.57153 0.45401
C: -5.88071 1.55758 -0.47688
C: -4.94385 2.27889 -1.19670
C: -3.56357 2.29995 -1.11534
C: -2.64166 1.57386 -0.30514
N: -1.38002 1.91271 -0.17878
C: -1.00022 3.21547 -0.70274
C: 0.33753 3.74291 -0.16712
H: 1.00113 4.44535 -2.07746
H: 2.27732 4.39137 -0.87997
H: 2.45849 2.67555 -2.72130
H: 1.01428 1.88992 -2.12567
H: 3.48856 2.36972 -0.42616
H: 3.27467 0.92168 -1.40611
H: 4.55053 1.04869 0.62809
H: 5.77651 1.14814 2.53552
H: 5.08394 0.99181 4.78587
H: 2.93209 0.40385 5.52545
H: 1.09650 -0.21315 4.32787
H: -0.89855 -0.81816 3.17798
H: 0.45439 -1.93547 3.32299
H: -1.10500 -3.31709 2.23239
H: -0.24537 -2.64035 0.85741
H: -2.93162 -1.78992 1.99891
H: -2.64326 -2.51787 0.42771
H: -4.43280 -0.78598 1.51941
H: -6.41350 0.12859 0.96784
H: -6.92848 1.76282 -0.65701
H: -5.35093 2.96662 -1.93406
H: -3.09600 2.99312 -1.80108
H: -1.79108 3.94061 -0.47608
H: -0.94998 3.17185 -1.80262
H: 0.67710 3.09680 0.64326
H: 0.18470 4.73317 0.27014
O: 0.04429 -0.35652 -1.88775
Si: 0.23187 -1.23099 -3.19842
C: 1.99910 -1.85584 -3.42385
C: 2.90242 -1.29775 -4.32823
C: 4.21926 -1.73595 -4.40095
C: 4.66089 -2.74741 -3.56168
C: 3.78138 -3.31513 -2.64881
C: 2.46876 -2.87256 -2.58638
C: -0.89210 -2.74435 -3.18270
C: -2.11792 -2.65564 -2.51900
C: -3.02036 -3.71051 -2.53026
C: -2.71108 -4.88117 -3.20874
C: -1.49841 -4.99080 -3.87465
C: -0.60251 -3.92968 -3.86045
C: -0.22178 -0.20681 -4.71452
C: -0.79076 1.05540 -4.54388
C: -1.18168 1.82311 -5.63346
C: -1.01052 1.33783 -6.92139
C: -0.45158 0.08102 -7.11465
C: -0.06562 -0.67886 -6.01974
H: 2.57519 -0.50043 -4.98701
H: 4.90067 -1.28501 -5.11285
H: 5.68752 -3.08966 -3.61384
H: 4.12052 -4.10104 -1.98462
H: 1.79402 -3.32384 -1.86562
H: -2.35979 -1.74570 -1.97936
H: -3.96499 -3.61582 -2.00742
H: -3.41276 -5.70689 -3.21789
H: -1.25030 -5.90331 -4.40413
H: 0.34532 -4.03259 -4.37964
H: -0.93486 1.43161 -3.53677
H: -1.62463 2.79941 -5.47517
H: -1.31481 1.93391 -7.77360
H: -0.32038 -0.30699 -8.11799
H: 0.36464 -1.66196 -6.18696

Results of the Mulliken charge analysis, in e, for atoms 1 through 5: 0.3794, -1.1495, 0.4549, -1.4948, 0.4203

C8H24CuO8P as an isolated structure at a distorted geometry, computed with ωB97M-V with the def2-TZVPD basis set.

Properties
Strongest force on any atom (eV/A): 5.258
Multiplicity: 1
HOMO-LUMO gap (eV): 3.18
Net charge: -2
ΔE to the lowest compared entry with this formula, charge and spin (kcal/mol): 46.6

Geometry (Å):
Cu: 23.90917 6.49022 -13.09156
P: 25.39203 4.68055 -14.64727
O: 25.81471 5.59687 -13.43671
O: 26.08338 5.35532 -15.87714
O: 23.79456 4.72357 -14.65891
O: 26.04983 3.28236 -14.61855
C: 23.01617 9.17624 -11.40122
C: 24.50036 9.14876 -11.13163
O: 25.12826 8.12357 -11.85639
H: 22.56978 8.22357 -11.09643
H: 22.69808 9.27808 -12.44200
H: 22.48352 9.97627 -10.87983
H: 24.70164 9.09571 -10.05415
H: 24.95567 10.10147 -11.44002
H: 26.01786 8.31861 -12.15868
C: 21.03670 3.90334 -10.18026
C: 21.01020 5.34842 -10.66241
O: 21.98186 5.66715 -11.63824
H: 20.19644 3.80088 -9.48380
H: 21.93325 3.52556 -9.69475
H: 20.81061 3.22137 -11.00573
H: 21.18620 5.98768 -9.79220
H: 20.02022 5.62129 -11.04780
H: 21.91706 4.99142 -12.33363
C: 25.94117 5.92612 -9.82238
C: 25.28248 4.67271 -10.39334
O: 26.16461 4.07994 -11.30431
H: 26.21709 6.60605 -10.61951
H: 26.79283 5.74807 -9.16457
H: 25.21595 6.51585 -9.23362
H: 24.36020 4.80025 -10.97896
H: 25.07444 4.04454 -9.51558
H: 26.02870 4.67604 -12.12456
C: 21.21095 8.47949 -15.86286
C: 21.40530 6.98453 -15.55587
O: 22.73698 6.91806 -15.04119
H: 21.94299 8.82874 -16.58262
H: 21.26255 9.10185 -14.96907
H: 20.18482 8.57246 -16.25418
H: 21.39806 6.46623 -16.52103
H: 20.78527 6.49251 -14.80020
H: 23.17994 5.99098 -15.12775

Results of the Mulliken charge analysis, in e, for atoms 1 through 5: 0.5929, 0.7935, -0.7930, -0.9346, -0.8565

A 12-piece molecular cluster, C56H144N8O20 overall at a distorted geometry, computed with ωB97M-V with the def2-TZVPD basis set.

Properties
Strongest force on any atom (eV/A): 3.251
Multiplicity: 1
HOMO-LUMO gap (eV): 8.69
ΔE to the lowest compared entry with this formula, charge and spin (kcal/mol): 20.3

Geometry (Å):
C: 17.16395 24.09261 29.09438
O: 17.30047 23.41846 27.85273
C: 18.61526 23.61972 27.27533
C: 18.79685 22.84171 26.02699
N: 18.69241 21.45804 26.27340
C: 18.49943 20.53994 25.16876
C: 19.79477 20.08587 24.54586
O: 19.50824 18.91705 23.82132
C: 20.59244 18.38364 23.02424
H: 17.78809 23.74564 29.89535
H: 16.11596 24.01544 29.28735
H: 17.32586 25.15355 28.95578
H: 19.34722 23.24299 28.04502
H: 18.75491 24.70848 27.19430
H: 19.77596 23.11480 25.65396
H: 18.08841 23.22999 25.26830
H: 17.93561 21.31889 26.93805
H: 17.81555 20.98237 24.39891
H: 18.11284 19.64392 25.65200
H: 20.65003 19.97159 25.28009
H: 20.13244 20.85055 23.85304
H: 21.43896 18.23897 23.69734
H: 20.90959 19.12456 22.29952
H: 20.27863 17.48227 22.60721
C: 10.10230 20.13681 20.96061
O: 10.91960 19.70869 19.84951
C: 12.29225 20.03598 19.99904
C: 12.89324 20.16281 18.58475
N: 13.02446 18.89109 17.89428
C: 14.20650 18.13359 18.32911
C: 14.37358 16.90339 17.49031
O: 13.38507 15.91998 17.85681
C: 13.32086 14.91897 16.83696
H: 10.67009 20.80636 21.64542
H: 9.76215 19.26375 21.55273
H: 9.18992 20.63084 20.61302
H: 12.89345 19.24707 20.46429
H: 12.42534 20.94981 20.57383
H: 13.87300 20.57384 18.78735
H: 12.31694 20.90818 18.08449
H: 12.11412 18.37434 18.00091
H: 14.16931 17.81024 19.39924
H: 15.13365 18.75073 18.28730
H: 15.37216 16.53432 17.63700
H: 14.22550 17.06830 16.43209
H: 12.70521 14.05191 17.16213
H: 14.33920 14.66146 16.72186
H: 12.99218 15.30120 15.88837
C: 18.05905 15.49709 22.18053
O: 16.98596 14.51045 22.09884
C: 16.12880 14.49187 20.93659
C: 15.14284 15.59928 21.00022
N: 14.20998 15.55331 22.08858
C: 13.01548 14.83055 21.81920
C: 11.98883 15.70028 21.09699
O: 11.03215 14.74730 20.70973
C: 9.95737 15.25503 19.99857
H: 17.62331 16.45420 22.17878
H: 18.74836 15.37935 21.34159
H: 18.52380 15.26519 23.16431
H: 15.72649 13.49196 20.96136
H: 16.68716 14.61130 20.00304
H: 14.58536 15.54915 20.08705
H: 15.65884 16.59771 21.02905
H: 14.58424 15.35037 22.98655
H: 12.54602 14.48989 22.73602
H: 13.26589 13.97638 21.16741
H: 12.51465 16.20876 20.28165
H: 11.56633 16.40019 21.81789
H: 10.18507 15.39337 18.97250
H: 9.60550 16.16436 20.39682
H: 9.18941 14.48784 20.11500
C: 12.67563 20.86660 24.97941
O: 13.53638 20.60999 23.92270
C: 14.72028 20.03170 24.35744
C: 15.46831 19.40548 23.19640
N: 16.00024 20.51268 22.40401
C: 16.94675 20.01262 21.41349
C: 17.63848 21.12959 20.62917
O: 16.68665 21.91940 19.94830
C: 17.01973 23.18407 19.59210
H: 13.03580 21.51963 25.75526
H: 12.35316 19.93086 25.44730
H: 11.81321 21.37340 24.55608
H: 14.43876 19.26609 25.07674
H: 15.37108 20.73736 24.90914
H: 14.84293 18.73336 22.62931
H: 16.32678 18.88941 23.72048
H: 15.20817 21.02040 22.02809
H: 16.54745 19.20730 20.76610
H: 17.75339 19.55975 22.04020
H: 18.42090 20.73914 19.97812
H: 18.04782 21.79939 21.38938
H: 16.13047 23.63986 19.09207
H: 17.82534 23.15598 18.81788
H: 17.37087 23.87213 20.40064
C: 17.68328 11.00090 12.18891
O: 17.47343 12.04989 13.09282
C: 16.77216 13.15009 12.48915
C: 16.55659 14.17832 13.51909
N: 17.78951 14.62074 14.12545
C: 17.54895 15.79488 14.98421
C: 17.22644 16.99452 14.09858
O: 15.86168 17.10961 13.85011
C: 15.44237 18.43527 13.75008
H: 18.09431 11.23772 11.18652
H: 16.74462 10.46305 12.04920
H: 18.46595 10.38804 12.63592
H: 15.83344 12.88641 12.09107
H: 17.43768 13.48288 11.69424
H: 15.88962 13.76313 14.28254
H: 16.02828 15.04196 13.06640
H: 18.17357 13.86980 14.70555
H: 18.50588 16.02340 15.49146
H: 16.75984 15.56818 15.71810
H: 17.85775 16.94694 13.16060
H: 17.62242 17.89495 14.63571
H: 15.27025 18.91759 14.75695
H: 14.42626 18.46665 13.35458
H: 16.09935 19.11249 13.16917
C: 13.78397 24.52800 11.99414
O: 14.81127 23.72019 11.44569
C: 15.77507 23.38445 12.41387
C: 16.74435 22.24202 12.03936
N: 17.60224 21.97722 13.17004
C: 18.64144 20.96032 12.92562
C: 19.45818 20.76938 14.18281
O: 18.62880 20.18819 15.17648
C: 18.74269 20.85101 16.41766
H: 14.11585 25.54512 12.15809
H: 13.33471 24.18783 12.94909
H: 13.11622 24.65073 11.17423
H: 15.33366 23.04856 13.38852
H: 16.39886 24.22446 12.75832
H: 17.26408 22.61387 11.12014
H: 16.03721 21.47658 11.69345
H: 16.99578 21.64247 13.92978
H: 19.31883 21.27933 12.10836
H: 18.26571 20.00214 12.51959
H: 19.88863 21.77737 14.40553
H: 20.25897 20.07075 13.95651
H: 19.76623 20.81375 16.83086
H: 18.05897 20.24790 17.10824
H: 18.35944 21.85606 16.48333
C: 18.21111 10.50131 20.91945
O: 19.16565 11.57637 20.98711
C: 19.23476 12.26888 22.26133
C: 20.18180 11.58891 23.32093
N: 21.48484 11.26143 22.67872
C: 22.56643 10.80272 23.49848
C: 23.75712 10.34740 22.64529
O: 23.27158 9.46825 21.65862
C: 23.99700 9.42183 20.43530
H: 17.20856 10.90326 20.81812
H: 18.32490 9.83870 21.82091
H: 18.45677 9.98546 20.00571
H: 18.18028 12.35744 22.62984
H: 19.67596 13.22390 22.15016
H: 19.78703 10.62007 23.74801
H: 20.39148 12.16828 24.20544
H: 21.29695 10.51615 22.00504
H: 22.29208 9.94423 24.22152
H: 22.89383 11.59138 24.16165
H: 24.43525 9.82120 23.35914
H: 24.21241 11.17659 22.13181
H: 24.05518 10.41606 19.97824
H: 23.44524 8.77371 19.80994
H: 24.99572 8.99312 20.56396
C: 25.63703 15.14224 20.91176
O: 25.72915 16.59251 20.89634
C: 26.00833 17.20778 19.64798
C: 24.84098 17.28021 18.71176
N: 23.66269 18.06698 19.15668
C: 23.92779 19.44608 19.60295
C: 22.63050 20.30272 19.68347
O: 22.90871 21.62406 20.15819
C: 22.15583 22.62273 19.57500
H: 24.64569 14.75809 20.68566
H: 25.73478 14.85870 21.97078
H: 26.40744 14.72391 20.32182
H: 26.93271 16.79317 19.17105
H: 26.34460 18.22335 19.91627
H: 24.42125 16.28975 18.45297
H: 25.32955 17.71326 17.80397
H: 23.27681 17.59181 19.97238
H: 24.64577 19.87665 18.89457
H: 24.53477 19.46782 20.57744
H: 21.88496 19.76767 20.28461
H: 22.15250 20.46149 18.67338
H: 22.36759 22.72335 18.49037
H: 22.47822 23.62345 19.91003
H: 21.07566 22.55509 19.76155
C: 18.30133 12.34182 17.28355
C: 19.37872 13.13115 18.05887
O: 18.86398 13.76045 19.22669
H: 18.75849 11.80971 16.47432
H: 17.52085 13.02298 17.02450
H: 17.86105 11.53899 17.94856
H: 19.90607 13.87571 17.43396
H: 20.09926 12.37302 18.35228
H: 19.00502 13.16912 19.95908
C: 21.74594 15.48151 21.39118
C: 22.14203 14.33408 20.43700
O: 22.92473 13.36374 21.14919
H: 22.63229 15.89989 21.77644
H: 21.23557 15.00418 22.25404
H: 21.08106 16.22568 20.96836
H: 22.69713 14.76010 19.55203
H: 21.27900 13.80265 20.03779
H: 22.23483 12.82218 21.55945
C: 21.02979 17.65820 14.92332
C: 21.98591 18.35634 15.85858
O: 21.66480 18.16667 17.20860
H: 20.06457 18.19007 15.00119
H: 20.80799 16.56763 15.04856
H: 21.34934 17.68616 13.87445
H: 22.01327 19.44464 15.57116
H: 22.98084 18.06265 15.60778
H: 22.47760 18.18595 17.79052
C: 18.85199 16.56581 18.53064
C: 18.79193 18.02717 18.12855
O: 19.68664 18.79234 19.02337
H: 18.53068 16.41943 19.60506
H: 19.85889 16.21997 18.35272
H: 18.20005 16.05952 17.80525
H: 17.82466 18.51248 18.40556
H: 19.10178 18.10055 17.09821
H: 20.58822 18.62697 18.67377

Results of the Mulliken charge analysis, in e, for atoms 1 through 5: -0.8327, -0.2569, -0.6969, -0.4210, -0.3118

A 2-piece molecular cluster, C3H8S overall at a distorted geometry, computed with ωB97M-V with the def2-TZVPD basis set.

Properties
Strongest force on any atom (eV/A): 3.445
Multiplicity: 1
HOMO-LUMO gap (eV): 10.35
ΔE to the lowest compared entry with this formula, charge and spin (kcal/mol): 51.1

Geometry (Å):
C: 0.84888 -0.61945 -1.70708
C: -0.32210 0.00533 -1.86771
C: -1.19470 0.29452 -0.63443
H: 1.51484 -0.56382 -2.51229
H: 1.19008 -0.78784 -0.67850
H: -0.56270 0.75961 -2.61631
H: -2.29788 0.59090 -0.90962
H: -0.66793 1.11297 0.03246
H: -1.34579 -0.78826 -0.10329
S: 1.57523 0.03587 3.32597
H: 0.25265 -0.55999 3.15699
H: 1.00944 0.52015 4.51382

Results of the Mulliken charge analysis, in e, for atoms 1 through 5: -0.5855, -0.0911, -0.8736, 0.2999, 0.2295